[1]
Molecular formula: C34H23N7PtS2Te
Method: DFT, the ωB97M-V functional and the def2-TZVPD basis

Atoms and positions in Å:
Pt (0.00, 0.02, -0.12)
N (-2.80, -3.03, 1.34)
C (-1.67, -2.37, 1.10)
N (-1.61, -1.22, 0.48)
C (-2.80, -0.59, 0.09)
N (-2.74, 0.58, -0.51)
N (-1.57, 1.09, -0.68)
C (-1.26, 2.27, -1.22)
C (0.11, 2.59, -1.28)
C (0.62, 3.81, -1.77)
C (1.97, 4.04, -1.77)
C (2.84, 3.04, -1.29)
C (2.30, 1.86, -0.82)
N (0.99, 1.63, -0.80)
C (-4.06, -1.22, 0.38)
C (-5.29, -0.62, 0.10)
C (-6.46, -1.28, 0.42)
C (-6.43, -2.54, 1.00)
C (-5.22, -3.15, 1.29)
C (-4.04, -2.49, 1.00)
H (-2.79, -3.91, 1.84)
H (-0.75, -2.82, 1.45)
H (-2.04, 2.94, -1.56)
H (-0.09, 4.54, -2.13)
H (2.37, 4.97, -2.15)
H (3.90, 3.18, -1.30)
H (2.94, 1.07, -0.45)
H (-5.29, 0.36, -0.35)
H (-7.41, -0.80, 0.23)
H (-7.36, -3.05, 1.23)
H (-5.20, -4.13, 1.75)
S (1.81, -1.49, 0.41)
C (1.15, -2.86, -0.42)
C (1.31, -4.12, 0.15)
C (0.68, -5.23, -0.39)
C (0.73, -6.47, 0.30)
N (0.73, -7.45, 0.89)
C (-0.07, -5.10, -1.58)
C (-0.14, -3.88, -2.22)
C (0.43, -2.74, -1.65)
S (0.22, -1.24, -2.48)
C (-0.80, -6.21, -2.09)
N (-1.42, -7.09, -2.47)
H (1.89, -4.22, 1.06)
H (-0.68, -3.79, -3.15)
Te (-0.20, 1.10, 2.73)
C (-0.04, 2.03, 4.69)
C (0.84, 3.06, 4.99)
C (0.78, 3.62, 6.26)
C (-0.14, 3.17, 7.19)
C (-1.01, 2.14, 6.87)
C (-0.95, 1.55, 5.62)
C (-1.52, 2.62, 2.01)
C (-2.88, 2.34, 1.95)
C (-3.75, 3.30, 1.48)
C (-3.27, 4.53, 1.06)
C (-1.92, 4.81, 1.14)
C (-1.03, 3.86, 1.62)
H (1.56, 3.41, 4.27)
H (1.47, 4.42, 6.52)
H (-0.18, 3.62, 8.17)
H (-1.73, 1.78, 7.59)
H (-1.61, 0.73, 5.37)
H (-3.25, 1.38, 2.29)
H (-4.81, 3.09, 1.46)
H (-3.96, 5.27, 0.68)
H (-1.55, 5.78, 0.83)
H (0.02, 4.08, 1.68)

Values from the calculation:
Spin multiplicity ... 5
Molecular weight ... 916.42 g mol⁻¹
Charge ... +2
<S²> ... 6.07
HOMO (spin up / spin down) ... -11.54 / -13.43 eV
DFT total energy ... -78254.377 eV
LUMO (spin up / spin down) ... -5.95 / -9.36 eV


[2]
Molecular formula: C34H24Cl2N7O2S2V
Method: DFT, the ωB97M-V functional and the def2-TZVPD basis

Atoms and positions in Å:
V (-0.09, 0.15, 0.01)
Cl (6.26, -1.86, 1.55)
C (4.92, -1.04, 0.82)
C (3.69, -1.10, 1.45)
C (2.58, -0.46, 0.90)
N (1.27, -0.53, 1.42)
C (1.17, -0.59, 2.77)
O (2.08, -0.37, 3.57)
C (-0.18, -0.91, 3.37)
C (-0.33, -0.74, 4.75)
C (-1.53, -1.10, 5.34)
C (-2.53, -1.63, 4.54)
C (-2.29, -1.75, 3.18)
N (-1.15, -1.38, 2.59)
C (2.74, 0.24, -0.30)
C (3.97, 0.31, -0.93)
C (5.06, -0.34, -0.37)
Cl (6.59, -0.25, -1.18)
N (1.55, 0.78, -0.82)
C (1.52, 1.74, -1.77)
O (2.45, 2.33, -2.28)
C (0.11, 2.08, -2.20)
C (-0.09, 3.09, -3.12)
C (-1.38, 3.37, -3.53)
C (-2.42, 2.62, -3.01)
C (-2.14, 1.64, -2.08)
N (-0.89, 1.37, -1.66)
H (3.60, -1.64, 2.38)
H (0.51, -0.35, 5.31)
H (-1.67, -0.98, 6.40)
H (-3.47, -1.95, 4.96)
H (-3.05, -2.16, 2.53)
H (4.09, 0.85, -1.86)
H (0.78, 3.62, -3.50)
H (-1.58, 4.15, -4.25)
H (-3.45, 2.79, -3.31)
H (-2.92, 1.04, -1.64)
C (1.31, 2.73, 1.75)
C (-0.12, 2.44, 2.07)
N (-0.92, 1.59, 1.45)
C (-2.18, 1.57, 2.02)
C (-2.32, 2.39, 3.09)
S (-0.87, 3.23, 3.38)
C (-3.20, 0.69, 1.46)
C (-4.52, 0.69, 1.82)
S (-5.32, -0.55, 0.97)
C (-3.86, -0.98, 0.18)
N (-2.84, -0.24, 0.53)
C (-3.84, -2.10, -0.80)
H (1.45, 2.82, 0.68)
H (1.96, 1.94, 2.13)
H (1.60, 3.67, 2.22)
H (-3.20, 2.52, 3.71)
H (-5.02, 1.32, 2.52)
H (-4.83, -2.54, -0.90)
H (-3.15, -2.87, -0.48)
H (-3.52, -1.75, -1.78)
C (-0.36, -1.72, -0.94)
C (0.54, -1.81, -2.10)
C (0.16, -1.31, -3.36)
C (1.03, -1.30, -4.43)
C (2.32, -1.80, -4.28)
C (2.72, -2.32, -3.05)
C (1.84, -2.33, -1.98)
C (3.23, -1.78, -5.39)
N (3.96, -1.77, -6.28)
H (-0.15, -2.46, -0.17)
H (-1.40, -1.77, -1.24)
H (-0.85, -0.92, -3.48)
H (0.71, -0.90, -5.38)
H (3.72, -2.72, -2.93)
H (2.16, -2.73, -1.03)

Values from the calculation:
Spin multiplicity ... 3
Molecular weight ... 748.60 g mol⁻¹
Charge ... 0
<S²> ... 2.03
HOMO (spin up / spin down) ... -7.49 / -7.55 eV
DFT total energy ... -122579.976 eV
LUMO (spin up / spin down) ... -0.45 / -0.46 eV


[3]
Molecular formula: C34H24ClN3O5PTi
Method: DFT, the ωB97M-V functional and the def2-TZVPD basis

Atoms and positions in Å:
Ti (-0.33, -1.30, 0.32)
O (2.55, -0.25, 2.91)
C (1.89, -0.80, 2.07)
O (0.60, -0.60, 1.81)
C (2.46, -1.84, 1.12)
C (3.72, -2.40, 1.08)
C (3.97, -3.34, 0.08)
C (2.98, -3.70, -0.84)
C (1.75, -3.10, -0.72)
N (1.54, -2.20, 0.24)
C (0.49, -3.31, -1.54)
O (0.40, -4.12, -2.41)
O (-0.46, -2.48, -1.12)
H (4.47, -2.10, 1.80)
H (4.95, -3.79, 0.01)
H (3.16, -4.44, -1.61)
O (-1.81, -0.46, 0.64)
C (-2.88, -0.36, 1.44)
C (-3.74, 0.72, 1.35)
C (-4.86, 0.77, 2.16)
C (-5.11, -0.24, 3.08)
C (-4.25, -1.32, 3.17)
C (-3.13, -1.40, 2.34)
C (-2.26, -2.58, 2.33)
N (-1.17, -2.78, 1.58)
C (-0.72, -4.06, 1.84)
C (-1.53, -4.64, 2.76)
N (-2.49, -3.69, 3.05)
H (-3.51, 1.50, 0.63)
H (-5.55, 1.61, 2.07)
H (-5.98, -0.19, 3.73)
H (-4.46, -2.10, 3.89)
H (0.13, -4.49, 1.35)
H (-1.52, -5.61, 3.21)
H (-3.25, -3.81, 3.71)
Cl (-2.16, -0.28, -2.30)
C (-1.05, 0.64, -3.26)
C (-1.34, 0.85, -4.60)
C (-0.47, 1.60, -5.37)
C (0.68, 2.14, -4.81)
C (0.96, 1.92, -3.47)
C (0.10, 1.17, -2.67)
P (0.45, 0.88, -0.90)
C (2.18, 1.38, -0.72)
C (2.58, 2.63, -0.26)
C (3.92, 2.98, -0.25)
C (4.88, 2.08, -0.71)
C (4.49, 0.83, -1.17)
C (3.15, 0.48, -1.17)
C (-0.50, 2.21, -0.08)
C (-0.37, 2.38, 1.30)
C (-1.10, 3.37, 1.95)
C (-1.95, 4.20, 1.23)
C (-2.08, 4.03, -0.14)
C (-1.36, 3.03, -0.79)
H (-2.24, 0.42, -5.03)
H (-0.69, 1.77, -6.42)
H (1.36, 2.72, -5.41)
H (1.86, 2.35, -3.03)
H (1.84, 3.34, 0.09)
H (4.23, 3.95, 0.12)
H (5.92, 2.36, -0.71)
H (5.23, 0.13, -1.53)
H (2.85, -0.49, -1.55)
H (0.30, 1.75, 1.88)
H (-0.99, 3.50, 3.02)
H (-2.51, 4.98, 1.74)
H (-2.73, 4.68, -0.71)
H (-1.49, 2.90, -1.86)

Values from the calculation:
Molecular weight ... 668.88 g mol⁻¹
Charge ... +1
HOMO ... -11.37 eV
DFT total energy ... -95282.962 eV
LUMO ... -3.76 eV


[4]
Molecular formula: C34H25Cl5MnP
Method: DFT, the ωB97M-V functional and the def2-TZVPD basis

Atoms and positions in Å:
Mn (-0.37, 0.54, 1.34)
Cl (0.90, 4.19, 2.35)
C (-0.57, 3.39, 2.79)
C (-0.83, 2.09, 2.37)
C (-1.96, 1.49, 2.87)
Cl (-2.25, -0.25, 2.43)
C (-2.87, 2.06, 3.74)
Cl (-4.22, 1.21, 4.34)
C (-2.61, 3.39, 4.11)
Cl (-3.70, 4.20, 5.14)
C (-1.46, 4.05, 3.64)
Cl (-1.15, 5.65, 4.14)
C (-1.16, -2.69, -2.95)
C (-0.69, -3.19, -1.61)
C (-0.63, -4.56, -1.39)
C (-0.27, -5.09, -0.16)
C (0.07, -4.25, 0.89)
C (0.03, -2.88, 0.70)
C (-0.34, -2.34, -0.54)
P (-0.37, -0.56, -0.73)
C (-1.98, -0.09, -1.42)
C (-3.04, -0.82, -0.86)
C (-4.36, -0.54, -1.18)
C (-4.62, 0.49, -2.07)
C (-3.58, 1.20, -2.64)
C (-2.24, 0.93, -2.35)
C (-1.20, 1.72, -3.09)
C (1.05, 0.09, -1.60)
C (1.78, -0.49, -2.62)
C (2.83, 0.23, -3.19)
C (3.12, 1.51, -2.73)
C (2.40, 2.08, -1.68)
C (1.37, 1.36, -1.10)
C (0.53, 1.91, 0.02)
H (-0.87, -3.39, -3.73)
H (-0.76, -1.71, -3.22)
H (-2.25, -2.61, -2.97)
H (-0.89, -5.23, -2.20)
H (-0.24, -6.16, -0.03)
H (0.35, -4.65, 1.85)
H (0.30, -2.22, 1.52)
H (-2.83, -1.65, -0.19)
H (-5.16, -1.13, -0.76)
H (-5.64, 0.73, -2.34)
H (-3.80, 1.98, -3.36)
H (-1.66, 2.20, -3.96)
H (-0.38, 1.10, -3.46)
H (-0.77, 2.52, -2.48)
H (1.56, -1.49, -2.98)
H (3.42, -0.21, -3.98)
H (3.93, 2.07, -3.19)
H (2.64, 3.07, -1.33)
H (-0.42, 2.33, -0.34)
H (1.06, 2.69, 0.55)
C (1.16, 0.22, 1.72)
C (2.47, -0.05, 2.09)
C (3.56, 0.61, 1.47)
C (4.84, 0.29, 1.86)
C (5.04, -0.67, 2.85)
C (3.97, -1.32, 3.47)
C (2.69, -1.02, 3.10)
H (3.38, 1.35, 0.70)
H (5.68, 0.78, 1.40)
H (6.05, -0.92, 3.14)
H (4.16, -2.05, 4.24)
H (1.84, -1.50, 3.57)

Values from the calculation:
Molecular weight ... 696.75 g mol⁻¹
Charge ... +2
HOMO (spin up / spin down) ... -14.40 / -14.40 eV
DFT total energy ... -138864.895 eV
LUMO (spin up / spin down) ... -8.25 / -8.23 eV


[5]
Molecular formula: C34H25Cl5N5O3RbS
Method: DFT, the ωB97M-V functional and the def2-TZVPD basis

Atoms and positions in Å:
Rb (0.05, 0.62, -0.12)
C (3.45, 0.42, 3.88)
C (4.42, -0.53, 3.64)
C (4.23, -1.47, 2.63)
C (3.05, -1.41, 1.89)
N (2.12, -0.50, 2.14)
C (2.30, 0.40, 3.10)
C (2.72, -2.34, 0.74)
C (3.50, -3.43, 0.40)
C (3.15, -4.19, -0.71)
C (2.02, -3.84, -1.43)
C (1.27, -2.74, -1.01)
N (1.62, -2.02, 0.05)
H (3.57, 1.17, 4.66)
H (5.33, -0.55, 4.22)
H (4.99, -2.21, 2.41)
H (1.48, 1.11, 3.24)
H (4.39, -3.68, 0.97)
H (3.75, -5.03, -1.00)
H (1.72, -4.41, -2.30)
H (0.35, -2.44, -1.51)
N (-3.22, -2.28, -2.69)
C (-2.63, -1.29, -1.74)
O (-1.31, -1.36, -1.64)
C (-3.39, 0.02, -1.73)
C (-3.53, -0.95, -0.55)
H (-2.62, -3.09, -2.60)
H (-4.15, -2.55, -2.39)
H (-4.25, 0.13, -2.39)
H (-2.82, 0.93, -1.57)
H (-4.48, -1.46, -0.41)
H (-3.03, -0.68, 0.38)
Cl (4.61, -0.59, -1.47)
C (3.63, 0.32, -2.66)
C (2.45, 0.89, -2.25)
C (1.79, 1.60, -3.23)
Cl (0.23, 2.35, -2.81)
C (2.25, 1.77, -4.53)
Cl (1.38, 2.72, -5.70)
C (3.46, 1.17, -4.90)
Cl (4.08, 1.35, -6.51)
C (4.16, 0.42, -3.95)
Cl (5.66, -0.34, -4.40)
O (-2.52, 3.50, 1.98)
S (-1.16, 3.03, 2.05)
O (-0.33, 3.17, 0.87)
N (-0.98, 1.57, 2.55)
C (-1.76, 0.95, 3.50)
C (-2.53, 1.55, 4.47)
C (-3.25, 0.80, 5.43)
C (-3.22, -0.57, 5.43)
C (-2.47, -1.24, 4.42)
C (-2.42, -2.65, 4.32)
C (-1.72, -3.23, 3.31)
C (-1.04, -2.40, 2.39)
N (-1.05, -1.10, 2.46)
C (-1.75, -0.50, 3.46)
C (-0.36, 4.09, 3.25)
C (1.03, 4.09, 3.33)
C (1.67, 4.86, 4.29)
C (0.92, 5.65, 5.16)
C (-0.46, 5.66, 5.07)
C (-1.11, 4.88, 4.11)
H (-2.60, 2.63, 4.50)
H (-3.83, 1.32, 6.17)
H (-3.77, -1.15, 6.16)
H (-2.97, -3.25, 5.04)
H (-1.68, -4.31, 3.20)
H (-0.49, -2.83, 1.55)
H (1.59, 3.50, 2.62)
H (2.75, 4.87, 4.34)
H (1.42, 6.25, 5.91)
H (-1.04, 6.28, 5.74)
H (-2.19, 4.90, 4.01)

Values from the calculation:
Molecular weight ... 846.41 g mol⁻¹
Charge ... -2
HOMO ... -1.26 eV
DFT total energy ... -123360.213 eV
LUMO ... 3.86 eV


[6]
Molecular formula: C34H26BrCl2EuN7O6
Method: DFT, the ωB97M-V functional and the def2-TZVPD basis

Atoms and positions in Å:
Eu (-0.45, 1.02, 0.12)
Cl (6.41, 3.01, 1.03)
C (4.83, 2.83, 0.34)
C (3.79, 2.39, 1.14)
C (2.51, 2.21, 0.62)
N (1.44, 1.67, 1.36)
C (1.35, 1.89, 2.68)
O (2.00, 2.66, 3.39)
C (0.32, 0.99, 3.34)
C (0.33, 0.90, 4.73)
C (-0.53, 0.01, 5.36)
C (-1.39, -0.74, 4.58)
C (-1.36, -0.57, 3.21)
N (-0.52, 0.27, 2.59)
C (2.28, 2.49, -0.75)
C (3.33, 2.96, -1.53)
C (4.60, 3.12, -1.00)
Cl (5.88, 3.69, -2.03)
N (1.03, 2.17, -1.30)
C (0.50, 2.93, -2.26)
O (0.85, 4.04, -2.68)
C (-0.68, 2.25, -2.96)
C (-1.05, 2.75, -4.20)
C (-2.03, 2.10, -4.93)
C (-2.61, 0.96, -4.39)
C (-2.19, 0.54, -3.14)
N (-1.26, 1.17, -2.41)
H (3.97, 2.20, 2.18)
H (1.02, 1.53, 5.27)
H (-0.52, -0.09, 6.44)
H (-2.07, -1.46, 5.02)
H (-2.04, -1.12, 2.57)
H (3.15, 3.21, -2.57)
H (-0.54, 3.63, -4.56)
H (-2.33, 2.46, -5.91)
H (-3.36, 0.39, -4.93)
H (-2.63, -0.34, -2.69)
C (-3.99, -0.23, -0.26)
O (-2.62, -0.57, -0.18)
C (-2.33, -1.91, -0.11)
C (-3.26, -2.91, -0.03)
C (-2.84, -4.26, 0.01)
Br (-4.15, -5.63, 0.10)
C (-1.51, -4.58, -0.02)
C (-0.55, -3.55, -0.08)
C (-0.92, -2.19, -0.13)
O (-0.07, -1.25, -0.20)
C (0.85, -3.83, -0.07)
N (1.79, -2.88, -0.09)
C (3.05, -3.45, -0.05)
C (4.33, -2.91, -0.04)
C (5.38, -3.80, 0.00)
C (5.18, -5.19, 0.04)
C (3.91, -5.73, 0.04)
C (2.85, -4.84, -0.01)
N (1.47, -5.03, -0.02)
H (-4.49, -0.35, 0.70)
H (-4.50, -0.83, -1.02)
H (-4.03, 0.81, -0.56)
H (-4.32, -2.70, 0.02)
H (-1.22, -5.62, 0.01)
H (1.51, -1.90, -0.13)
H (4.48, -1.84, -0.07)
H (6.39, -3.42, 0.01)
H (6.04, -5.84, 0.08)
H (3.75, -6.80, 0.07)
H (1.01, -5.92, 0.00)
N (-3.59, 4.71, -0.67)
C (-3.82, 3.88, 0.54)
C (-2.60, 2.93, 0.49)
O (-2.49, 1.97, 1.25)
O (-1.80, 3.26, -0.43)
H (-4.21, 4.47, -1.43)
H (-2.56, 4.30, -0.88)
H (-3.59, 5.71, -0.51)
H (-4.76, 3.34, 0.53)
H (-3.76, 4.48, 1.45)

Values from the calculation:
Spin multiplicity ... 8
Molecular weight ... 931.40 g mol⁻¹
Charge ... 0
<S²> ... 15.76
HOMO (spin up / spin down) ... -5.00 / -6.13 eV
DFT total energy ... -172815.993 eV
LUMO (spin up / spin down) ... -0.50 / -0.50 eV


[7]
Molecular formula: C34H26Cl2N5O4Pt
Method: DFT, the ωB97M-V functional and the def2-TZVPD basis

Atoms and positions in Å:
Pt (-0.04, -0.38, 0.18)
N (-1.69, 2.08, 3.13)
C (-2.71, 2.74, 2.50)
C (-3.52, 3.66, 3.13)
C (-4.55, 4.32, 2.43)
C (-4.80, 4.08, 1.11)
C (-3.99, 3.14, 0.43)
C (-4.17, 2.81, -0.93)
C (-3.38, 1.86, -1.53)
C (-2.39, 1.26, -0.73)
N (-2.16, 1.56, 0.51)
C (-2.96, 2.47, 1.12)
H (-1.71, 2.04, 4.14)
H (-1.32, 1.26, 2.67)
H (-3.36, 3.89, 4.17)
H (-5.16, 5.04, 2.96)
H (-5.59, 4.59, 0.58)
H (-4.94, 3.31, -1.50)
H (-3.50, 1.59, -2.57)
H (-0.84, 0.53, -1.95)
Cl (5.50, -2.03, -4.75)
C (4.14, -1.55, -3.79)
C (3.48, -0.36, -4.08)
C (2.41, 0.01, -3.30)
Cl (1.65, 1.54, -3.66)
C (1.93, -0.73, -2.21)
O (0.94, -0.16, -1.55)
C (2.59, -1.97, -1.98)
C (2.20, -3.01, -1.01)
O (1.17, -3.08, -0.38)
C (3.69, -2.34, -2.76)
H (3.81, 0.27, -4.89)
H (2.93, -3.84, -0.95)
H (4.19, -3.28, -2.55)
N (-1.53, 0.16, -1.28)
C (-2.31, -0.86, -1.87)
C (-2.57, -0.81, -3.28)
C (-1.70, -0.13, -4.15)
C (-1.98, -0.08, -5.50)
C (-3.13, -0.68, -5.99)
C (-4.02, -1.33, -5.14)
C (-3.74, -1.41, -3.79)
C (-2.76, -1.94, -1.04)
C (-2.83, -3.23, -1.60)
C (-3.12, -4.31, -0.79)
C (-3.36, -4.12, 0.56)
C (-3.31, -2.84, 1.13)
C (-3.00, -1.76, 0.34)
H (-0.78, 0.32, -3.80)
H (-1.29, 0.42, -6.17)
H (-3.35, -0.62, -7.05)
H (-4.93, -1.76, -5.53)
H (-4.44, -1.88, -3.12)
H (-2.57, -3.39, -2.63)
H (-3.14, -5.31, -1.21)
H (-3.58, -4.97, 1.20)
H (-3.48, -2.70, 2.18)
H (-2.97, -0.77, 0.77)
C (4.69, 0.07, 2.95)
N (3.30, -0.37, 2.82)
C (2.65, -1.01, 3.82)
C (1.36, -1.40, 3.75)
C (0.68, -1.08, 2.54)
O (-0.54, -1.27, 2.24)
N (1.37, -0.49, 1.55)
C (2.68, -0.09, 1.59)
O (3.27, 0.44, 0.68)
H (5.09, -0.33, 3.88)
H (4.74, 1.15, 2.96)
H (5.27, -0.30, 2.11)
H (3.25, -1.19, 4.71)
H (0.86, -1.90, 4.56)

Values from the calculation:
Molecular weight ... 834.60 g mol⁻¹
Charge ... +1
HOMO ... -10.10 eV
DFT total energy ... -79606.134 eV
LUMO ... -5.43 eV